# 1
{"formula": "C5H8O", "method": "wB97M-V/def2-TZVPD", "species": ["H", "H", "C", "C", "C", "H", "H", "C", "C", "H", "H", "O", "H", "H"], "positions_angstrom": [[-2.140, -0.289, 0.465], [0.148, -2.140, -0.521], [-0.456, -1.238, -0.631], [1.751, 0.528, 0.789], [-1.129, -0.692, 0.575], [-1.306, 1.245, -1.330], [2.455, 0.846, 0.016], [0.035, 0.111, -0.040], [-0.327, 1.299, -0.808], [-1.002, -1.212, -1.580], [1.289, -0.427, 0.822], [0.373, 2.279, -0.880], [-0.979, -1.213, 1.520], [1.598, 1.335, 1.509]], "forces_ev_per_angstrom": [[0.4, 0.0, 0.0], [0.1, 0.4, 0.1], [0.4, 0.3, 0.0], [-2.7, 0.3, -1.6], [0.2, 0.4, 0.1], [0.0, 0.1, -0.1], [-0.5, -0.7, -0.1], [0.3, 1.0, -0.1], [0.0, 0.5, -0.2], [0.3, 0.2, 0.3], [2.3, -1.9, 2.0], [-0.5, 0.0, -0.3], [0.2, 0.2, -0.2], [-0.5, -0.7, 0.0]], "homo_energy_ev": -9.287, "lumo_ev": 0.86, "relative_energy_kj_mol": 417.29}

=====

# 2
{"formula": "C5H8O", "method": "wB97M-V/def2-TZVPD", "species": ["C", "H", "H", "C", "H", "C", "O", "C", "H", "C", "H", "H", "H", "H"], "positions_angstrom": [[1.334, -0.366, 0.480], [-0.577, 2.597, 0.131], [-1.212, -2.469, 0.295], [-1.726, -0.096, 0.036], [2.110, 0.107, 1.090], [-0.493, 1.518, 0.099], [-1.325, 0.753, 1.001], [0.626, 0.674, -0.354], [-0.750, -3.056, 0.297], [-0.775, 0.510, -0.975], [0.648, -0.891, 1.147], [1.274, 1.214, -1.044], [1.814, -1.108, -0.165], [-0.946, 0.613, -2.039]], "forces_ev_per_angstrom": [[0.0, 0.0, 0.0], [0.0, -0.1, 0.0], [0.0, -0.1, 0.0], [0.2, 0.2, 0.0], [-0.1, 0.0, -0.1], [0.2, 0.3, 0.0], [-0.1, -0.2, 0.1], [0.2, 0.1, 0.1], [0.0, 0.0, 0.0], [-0.2, -0.2, -0.3], [0.1, 0.1, -0.1], [-0.1, 0.0, 0.1], [-0.1, 0.1, 0.1], [0.0, 0.0, 0.2]], "homo_energy_ev": -8.653, "lumo_ev": 0.71, "relative_energy_kj_mol": 542.38}

=====

# 3
{"formula": "C5H8O", "method": "wB97M-V/def2-TZVPD", "species": ["H", "C", "H", "C", "C", "H", "H", "O", "H", "H", "C", "H", "H", "C"], "positions_angstrom": [[-0.691, -1.672, -1.513], [-0.494, -0.716, 0.900], [-0.920, 1.210, -1.773], [-0.379, -0.916, -0.676], [0.065, 0.554, 0.526], [-1.620, -0.862, 1.471], [0.136, -1.382, 1.539], [1.205, -0.924, -0.557], [-1.877, 0.471, -0.326], [0.273, 1.677, 1.019], [1.467, 0.355, -0.020], [2.193, 0.225, 0.894], [1.436, 1.340, -0.744], [-0.794, 0.639, -0.738]], "forces_ev_per_angstrom": [[0.5, 1.0, 2.2], [-3.5, -4.2, 2.7], [1.3, -0.8, 2.5], [1.7, 0.1, -0.7], [1.7, 9.0, 1.1], [2.9, 1.1, -2.1], [-0.2, 0.5, -0.9], [-0.8, -0.3, -2.8], [1.6, 0.9, -1.0], [-1.6, -2.9, 0.1], [-1.4, 0.3, 1.0], [-0.8, 0.7, -2.3], [1.7, -2.6, 1.3], [-3.2, -2.9, -1.2]], "homo_energy_ev": -9.316, "lumo_ev": 0.97, "relative_energy_kj_mol": 524.45}

=====

# 4
{"formula": "C5H8O", "method": "wB97M-V/def2-TZVPD", "species": ["C", "H", "C", "C", "C", "C", "O", "H", "H", "H", "H", "H", "H", "H"], "positions_angstrom": [[0.169, 0.596, -1.607], [-0.433, 0.549, -2.512], [-0.104, -0.908, 1.817], [-0.316, -0.129, 0.414], [-0.529, 1.264, -0.372], [0.253, -0.697, -0.819], [1.132, -0.315, 0.181], [1.177, 0.964, -1.851], [-1.511, 1.664, -0.679], [-0.520, -1.909, 1.708], [0.261, -1.726, -1.155], [0.961, -1.084, 2.133], [-0.552, -0.331, 2.608], [0.012, 2.063, 0.135]], "forces_ev_per_angstrom": [[-0.4, -0.1, -0.2], [-0.2, 0.2, 0.1], [-1.4, 0.4, 0.0], [2.4, -0.3, 1.2], [0.1, -0.1, 0.5], [0.4, -0.4, -0.6], [1.5, 0.4, -1.4], [-0.4, -0.1, 0.1], [0.1, -0.7, 0.7], [-0.5, 0.1, 0.3], [0.1, 0.0, -0.1], [-1.0, 0.7, -0.8], [-0.7, -0.2, 0.5], [0.1, 0.0, -0.2]], "homo_energy_ev": -9.233, "lumo_ev": 1.18, "relative_energy_kj_mol": 380.02}

=====

# 5
{"formula": "C5H8O", "method": "wB97M-V/def2-TZVPD", "species": ["O", "H", "H", "C", "H", "H", "C", "C", "H", "C", "H", "H", "H", "C"], "positions_angstrom": [[0.808, 1.978, 0.016], [-0.849, 3.026, 0.698], [-0.483, -2.294, 0.835], [-0.346, 2.060, 0.783], [0.826, -1.245, -1.789], [1.708, -2.104, -0.428], [-0.416, -1.589, 0.012], [0.057, 0.878, -0.492], [-0.296, 1.626, 1.780], [0.454, -0.375, 0.218], [-1.337, -1.447, -0.548], [1.012, -0.297, 1.153], [-1.084, 1.370, 0.023], [0.871, -1.481, -0.730]], "forces_ev_per_angstrom": [[0.2, 0.0, -0.1], [0.0, -0.2, 0.0], [0.0, 0.1, -0.1], [-0.1, 0.2, 0.3], [0.0, 0.0, 0.2], [-0.2, 0.1, 0.0], [-0.2, -0.1, 0.0], [0.1, -0.2, 0.1], [0.0, 0.0, -0.1], [0.0, 0.1, 0.1], [0.2, 0.0, 0.1], [-0.1, 0.0, -0.2], [-0.1, -0.1, -0.1], [0.1, -0.1, -0.1]], "homo_energy_ev": -8.386, "lumo_ev": 1.05, "relative_energy_kj_mol": 513.59}

=====

# 6
{"formula": "C5H8O", "method": "wB97M-V/def2-TZVPD", "species": ["H", "H", "H", "H", "H", "H", "C", "H", "C", "O", "H", "C", "C", "C"], "positions_angstrom": [[2.338, -0.534, -0.683], [0.795, 1.406, -0.316], [-0.618, -1.175, -1.201], [-2.555, -0.364, 0.659], [2.228, -0.143, 1.047], [1.350, -1.537, 0.398], [-0.576, -0.092, -1.091], [-1.833, 0.791, -0.688], [1.665, -0.510, 0.181], [-0.368, 0.516, 2.291], [-0.535, 0.383, -2.086], [0.460, 0.390, -0.074], [-1.819, 0.405, 0.476], [-0.532, 0.463, 1.087]], "forces_ev_per_angstrom": [[-0.1, 0.0, 0.1], [0.0, -0.1, 0.0], [-0.1, 0.1, 0.1], [-0.1, 0.1, 0.2], [-0.1, 0.0, -0.2], [0.0, 0.2, 0.0], [0.4, -0.5, 0.7], [-0.1, 0.1, 2.0], [0.0, -0.1, 0.0], [0.6, -0.3, -0.4], [-0.6, 0.1, 0.6], [0.0, 0.3, 0.2], [0.1, -0.3, -4.3], [0.2, 0.5, 0.9]], "homo_energy_ev": -8.881, "lumo_ev": 0.37, "relative_energy_kj_mol": 360.90}